146
Properties=species:S:1:pos:R:3 method="wB97M-V/def2-TZVPD" homo_lumo_gap_ev=9.38 total_charge=0 largest_force_ev_per_a=2.71 de_lowest_ev=0.000
C -29.2151 -24.4096 -12.1438
C -28.2611 -23.3564 -12.5967
O -27.8050 -22.5568 -11.8165
C -27.9594 -23.3792 -14.0598
H -28.7970 -25.4157 -12.1748
H -30.0688 -24.3661 -12.8201
H -29.5401 -24.3264 -11.1067
H -27.0719 -23.9754 -14.2718
H -27.8661 -22.3459 -14.3939
H -28.7579 -23.7958 -14.6737
C -24.7323 -21.1415 -17.1955
C -25.7893 -20.7321 -18.2792
O -26.9755 -20.9859 -18.1154
C -25.2789 -19.9159 -19.3891
H -23.8027 -20.5730 -17.2236
H -24.5516 -22.2159 -17.2282
H -25.1910 -21.0273 -16.2133
H -26.0979 -19.8563 -20.1059
H -24.4979 -20.4967 -19.8797
H -24.9820 -18.9222 -19.0534
C -22.3929 -18.5487 -13.8076
C -22.1049 -19.9614 -14.2298
O -21.5824 -20.1991 -15.3107
C -22.6553 -21.0992 -13.3139
H -22.8338 -18.6487 -12.8158
H -23.1078 -18.0345 -14.4501
H -21.4743 -17.9671 -13.7311
H -22.1351 -21.1492 -12.3574
H -22.6418 -22.0527 -13.8418
H -23.6872 -20.8367 -13.0808
C -26.5223 -25.8901 -21.9596
C -26.3056 -24.8096 -20.9121
O -25.3135 -24.8107 -20.2063
C -27.1455 -23.5458 -20.9441
H -26.2084 -25.4458 -22.9041
H -27.5837 -26.0852 -22.1132
H -26.0446 -26.8506 -21.7664
H -26.7787 -23.0048 -20.0718
H -28.1828 -23.8538 -20.8132
H -26.9541 -22.9720 -21.8509
C -27.0691 -24.9247 -17.3126
C -26.4199 -26.0815 -16.5005
O -26.4399 -26.1430 -15.3095
C -25.6184 -27.1436 -17.2326
H -27.5693 -24.2790 -16.5908
H -27.7217 -25.1703 -18.1504
H -26.1964 -24.3153 -17.5472
H -25.3647 -26.7195 -18.2041
H -26.2618 -28.0196 -17.3148
H -24.7124 -27.2842 -16.6431
F -29.4574 -15.1465 -17.1523
C -29.3477 -16.1811 -18.0192
C -29.3190 -15.9203 -19.4002
C -29.1889 -16.9736 -20.3365
C -29.1122 -18.2500 -19.8403
C -29.1894 -18.5295 -18.4816
C -29.3237 -17.5063 -17.5834
H -29.1901 -14.8859 -19.6826
H -29.0012 -16.8167 -21.3884
H -28.9239 -19.1163 -20.4570
H -29.0889 -19.5598 -18.1737
H -29.3477 -17.7257 -16.5262
F -24.9922 -25.1066 -12.7344
C -23.7245 -24.8606 -13.1421
C -23.4874 -24.7585 -14.5024
C -22.1579 -24.6443 -14.9109
C -21.1159 -24.5405 -13.9611
C -21.3974 -24.4966 -12.6099
C -22.7160 -24.7141 -12.1803
H -24.2926 -24.8339 -15.2182
H -21.9757 -24.4710 -15.9612
H -20.0809 -24.4296 -14.2489
H -20.5679 -24.3083 -11.9444
H -23.0216 -24.7041 -11.1444
F -25.1808 -17.3779 -11.5808
C -25.7143 -17.6706 -12.7598
C -25.9979 -19.0131 -13.0343
C -26.4703 -19.3969 -14.2916
C -26.7461 -18.4247 -15.2231
C -26.4510 -17.0758 -14.9264
C -25.9048 -16.7203 -13.6987
H -25.8439 -19.8259 -12.3399
H -26.7636 -20.4254 -14.4417
H -27.0904 -18.6831 -16.2136
H -26.5586 -16.3111 -15.6814
H -25.7072 -15.7028 -13.3955
F -29.9120 -21.2119 -19.5974
C -30.7985 -21.8847 -18.7658
C -30.4458 -22.1167 -17.4348
C -31.3699 -22.6533 -16.5220
C -32.6083 -23.0945 -17.0095
C -32.9057 -23.0044 -18.3517
C -32.0235 -22.4148 -19.2415
H -29.4711 -21.7660 -17.1290
H -31.0673 -22.7294 -15.4881
H -33.2634 -23.4331 -16.2205
H -33.8456 -23.3821 -18.7262
H -32.3253 -22.2191 -20.2599
F -31.3243 -21.2629 -23.2297
C -30.2753 -21.1253 -24.0005
C -30.2453 -20.0954 -24.9147
C -29.0897 -19.8227 -25.6766
C -28.0009 -20.6327 -25.4760
C -28.0152 -21.6866 -24.5560
C -29.1580 -21.9220 -23.7914
H -31.1580 -19.5432 -25.0836
H -29.0477 -19.0536 -26.4336
H -27.0775 -20.4681 -26.0115
H -27.1577 -22.2951 -24.3093
H -29.1471 -22.6887 -23.0308
F -20.9080 -23.0056 -17.9397
C -21.4660 -22.3739 -18.9637
C -21.0890 -21.0504 -19.2441
C -21.4576 -20.5279 -20.4448
C -22.3131 -21.2458 -21.3118
C -22.8469 -22.4702 -20.9244
C -22.3291 -23.0728 -19.7794
H -20.4049 -20.5448 -18.5786
H -21.0549 -19.5697 -20.7381
H -22.4791 -20.8042 -22.2833
H -23.5440 -23.1251 -21.4260
H -22.5120 -24.1217 -19.5984
F -21.7157 -16.7874 -21.2227
C -22.5678 -16.3868 -20.2459
C -23.0615 -15.1126 -20.1554
C -23.9096 -14.7118 -19.1427
C -24.1020 -15.5793 -18.0422
C -23.6052 -16.8541 -18.1083
C -22.8292 -17.2381 -19.1970
H -22.8709 -14.5169 -21.0358
H -24.3223 -13.7169 -19.2226
H -24.7553 -15.3123 -17.2247
H -23.8294 -17.6019 -17.3620
H -22.3653 -18.2062 -19.0792
F -22.8366 -17.4232 -24.4045
C -24.0126 -17.8072 -23.9096
C -24.2837 -19.1480 -23.9712
C -25.4019 -19.6977 -23.4449
C -26.3559 -18.7990 -22.9163
C -26.1815 -17.4077 -22.8918
C -24.9454 -16.9053 -23.3714
H -23.5021 -19.7916 -24.3471
H -25.4762 -20.7724 -23.5213
H -27.2335 -19.2486 -22.4758
H -26.8351 -16.7364 -22.3545
H -24.6788 -15.8601 -23.3168

158
Properties=species:S:1:pos:R:3 method="wB97M-V/def2-TZVPD" homo_lumo_gap_ev=5.44 total_charge=0 largest_force_ev_per_a=7.44 de_lowest_ev=3.709
C 4.4840 -1.3354 1.3475
C 5.0085 -2.7400 1.6161
C 4.0476 -3.8781 1.2737
C 3.6200 -3.9443 -0.2015
C 2.3027 -4.6943 -0.4361
C 1.0094 -3.8528 -0.5114
C 1.0015 -2.5163 0.2334
C 0.7230 -2.6801 1.7428
C -0.7249 -2.4051 2.1434
C -1.2310 -1.0034 1.8794
C -0.8281 -0.0013 2.9816
C -0.6427 1.4088 2.4195
C -1.9256 2.2354 2.4177
C -3.0069 1.8556 1.3946
C -3.3665 2.9012 0.3333
C -2.9804 2.4534 -1.0647
C -1.4846 2.0736 -1.2231
C -0.8646 2.5458 -2.5607
C 0.1822 3.6411 -2.3504
C 0.8636 4.1415 -3.6361
P 2.5365 3.5303 -4.0068
C 2.2113 1.7091 -4.1455
C 3.1421 1.0700 -5.1802
C 2.7112 -0.3509 -5.4632
F 3.7002 -1.0510 -6.1394
O 3.2428 3.7431 -2.5321
C 4.5966 3.2557 -2.4516
C 5.5124 4.2759 -1.8175
C 6.7960 3.6141 -1.3071
C 6.5840 2.8229 -0.0027
H 3.5783 -1.1310 1.9243
H 5.2319 -0.5949 1.6440
H 4.2775 -1.1630 0.2893
H 5.2384 -2.8249 2.6826
H 5.9492 -2.9051 1.0782
H 3.1769 -3.8754 1.9323
H 4.5816 -4.8106 1.4830
H 3.6044 -2.9491 -0.6575
H 4.3982 -4.5074 -0.7268
H 2.1894 -5.4903 0.3062
H 2.3908 -5.2149 -1.3944
H 0.2028 -4.4436 -0.0615
H 0.7154 -3.6904 -1.5515
H 1.9101 -1.9326 0.0735
H 0.1925 -1.9160 -0.1950
H 0.9331 -3.7212 2.0117
H 1.3985 -2.0714 2.3533
H -0.8507 -2.5949 3.2155
H -1.3791 -3.1362 1.6489
H -2.3196 -1.0690 1.8353
H -0.9158 -0.5899 0.9155
H 0.1390 -0.3435 3.3662
H -1.5708 0.0390 3.7805
H -0.1708 1.3406 1.4298
H 0.0617 1.9809 3.0291
H -1.6639 3.2886 2.2697
H -2.3411 2.1872 3.4278
H -3.9242 1.6526 1.9549
H -2.7636 0.9142 0.8938
H -4.4570 3.0104 0.3381
H -2.9651 3.8968 0.5514
H -3.1773 3.2579 -1.7786
H -3.6073 1.5916 -1.3167
H -0.9339 2.5679 -0.4135
H -1.3382 1.0007 -1.0818
H -0.3927 1.6988 -3.0640
H -1.6714 2.9310 -3.1902
H -0.2951 4.4771 -1.8271
H 0.9368 3.2504 -1.6581
H 0.2559 3.9473 -4.5242
H 0.9820 5.2255 -3.5573
H 1.1781 1.6160 -4.4954
H 2.2874 1.1948 -3.1815
H 4.1760 1.0676 -4.8250
H 3.0839 1.6621 -6.0966
H 2.4826 -0.8898 -4.5345
H 1.8053 -0.3641 -6.0769
H 4.9721 2.9620 -3.4395
H 4.5843 2.3488 -1.8344
H 5.7594 5.0718 -2.5259
H 5.0075 4.7585 -0.9777
H 7.1803 2.9570 -2.0937
H 7.5348 4.3986 -1.1387
H 5.5263 2.8332 0.2783
H 6.8871 1.7796 -0.0893
H 7.1272 3.2859 0.8216
C 2.3662 6.7228 3.3612
C 1.5578 5.9254 4.0567
C 0.9196 4.7451 3.4207
O 0.1648 4.0059 4.0152
C 1.2166 4.4876 1.9875
C 2.0229 5.2821 1.2917
C 2.6614 6.4597 1.9274
O 3.3925 7.1877 1.2849
H 2.8417 7.5934 3.7951
H 1.3233 6.0955 5.0999
H 0.7331 3.6234 1.5482
H 2.2416 5.1129 0.2430
C 5.9417 -5.8224 5.4186
C 6.4235 -6.9111 6.0120
C 5.6534 -8.1820 6.0343
O 6.0915 -9.1742 6.5766
C 4.3256 -8.1903 5.3667
C 3.8440 -7.1013 4.7736
C 4.6140 -5.8312 4.7523
O 4.1757 -4.8397 4.2081
H 6.4830 -4.8852 5.3890
H 7.3878 -6.9299 6.5037
H 3.7845 -9.1275 5.3953
H 2.8799 -7.0820 4.2812
C 1.0722 9.0480 -0.2799
C 1.0794 8.5198 -1.5016
C -0.0370 8.7619 -2.4509
O -0.0387 8.2746 -3.5625
C -1.1592 9.6193 -1.9864
C -1.1665 10.1464 -0.7651
C -0.0512 9.9004 0.1860
O -0.0603 10.3765 1.3019
H 1.8737 8.8790 0.4280
H 1.8878 7.8919 -1.8591
H -1.9600 9.7813 -2.6969
H -1.9736 10.7708 -0.4032
C -6.5328 -1.4953 -2.3321
C -7.2654 -1.1345 -3.3824
C -6.6829 -0.3277 -4.4881
O -7.3511 0.0126 -5.4406
C -5.2502 0.0591 -4.3768
C -4.5173 -0.3211 -3.3344
C -5.1011 -1.1281 -2.2326
O -4.4315 -1.4665 -1.2750
H -6.9432 -2.0747 -1.5145
H -8.3100 -1.4002 -3.4802
H -4.8517 0.6580 -5.1857
H -3.4720 -0.0603 -3.2224
C -4.5704 -2.6324 1.2620
C -5.2511 -3.3185 0.3487
C -5.9765 -4.5628 0.7055
O -6.5936 -5.1943 -0.1277
C -5.9151 -5.0097 2.1230
C -5.2311 -4.3254 3.0371
C -4.5016 -3.0813 2.6794
O -3.8603 -2.4566 3.4986
H -4.0315 -1.7262 1.0169
H -5.3024 -3.0075 -0.6876
H -6.4524 -5.9198 2.3581
H -5.1672 -4.6361 4.0724
C -6.0842 -5.3838 -1.4918
C -5.3872 -6.4035 -0.9988
C -6.0292 -7.7168 -0.7308
O -5.3952 -8.6469 -0.2799
C -7.4779 -7.8464 -1.0367
C -8.1745 -6.8260 -1.5294
C -7.5325 -5.5150 -1.7964
O -8.1670 -4.5804 -2.2417
H -5.6375 -4.4172 -1.6917
H -4.3317 -6.3321 -0.7681
H -7.9225 -8.8120 -0.8326
H -9.2305 -6.8952 -1.7570

178
Properties=species:S:1:pos:R:3 method="wB97M-V/def2-TZVPD" homo_lumo_gap_ev=8.15 total_charge=0 largest_force_ev_per_a=9.15 smiles="COCCCCCCC[C@H]1[C@@H](CC=O)OS(=O)(=O)[C@@](Cc2ccccc2C)(c2ccccc2)[C@]1(I)CCCS.O=C1CCCO1.O=C1CCCO1.O=C1CCCO1.O=C1CCCO1.O=C1CCCO1.O=C1CCCO1.O=C1CCCO1.O=C1CCCO1"
C 2.4670 0.0096 4.6869
O 2.6616 0.4064 3.3105
C 3.8206 -0.2830 2.7292
C 3.8354 0.0358 1.1452
C 5.1367 -0.5141 0.3861
C 4.9995 -2.0374 -0.1277
C 4.1804 -2.1297 -1.5218
C 3.1522 -3.3804 -1.3362
C 1.8185 -2.8421 -0.5810
C 0.6801 -3.9339 -0.3216
C 1.1284 -5.3267 0.3219
C 2.0078 -6.2944 -0.6584
C 1.4471 -7.7913 -0.6321
O 2.0757 -8.7646 -0.1246
O 1.6391 -5.2792 1.6792
S 0.6799 -4.2469 2.5821
O 1.5218 -2.9767 2.7192
O 0.6536 -4.8121 3.9925
C -0.9935 -3.8881 1.8649
C -2.0164 -5.1342 1.7936
C -1.9823 -6.1379 3.0340
C -1.0902 -7.4223 2.8489
C -0.9479 -8.5434 3.8978
C -1.6971 -8.3742 5.2394
C -2.5909 -7.1073 5.4556
C -2.7576 -5.9955 4.3657
C -3.7200 -4.7532 4.6288
C -1.7723 -2.8050 2.7957
C -3.2344 -2.2961 2.4991
C -4.0057 -1.2958 3.3824
C -3.3648 -0.6796 4.6523
C -1.9332 -1.1628 4.9997
C -1.1670 -2.2071 4.1058
C -0.6741 -3.2889 0.3549
I -0.4979 -1.0948 0.6692
C -1.9112 -3.5351 -0.6708
C -1.8306 -2.6934 -2.0306
C -3.1654 -1.8324 -2.3620
S -3.8037 -0.8357 -0.9388
H 1.3568 -0.2038 4.8731
H 2.7743 0.8460 5.4131
H 3.0492 -0.9340 4.9789
H 3.6802 -1.3923 2.9625
H 4.7427 0.1819 3.2472
H 3.8364 1.1899 1.0469
H 2.8394 -0.3130 0.7098
H 6.0905 -0.4777 1.0351
H 5.2502 0.1278 -0.5669
H 4.4348 -2.6492 0.6679
H 6.0227 -2.5415 -0.3228
H 3.6023 -1.1736 -1.7727
H 4.8404 -2.4031 -2.4174
H 2.8278 -3.8434 -2.3305
H 3.7272 -4.1545 -0.7087
H 1.3824 -2.1187 -1.3750
H 2.2130 -2.3081 0.3435
H 0.3277 -4.2265 -1.3898
H 0.1563 -5.9622 0.4008
H 3.0907 -6.2534 -0.2642
H 1.9676 -5.8453 -1.7117
H 0.4066 -7.9645 -1.1057
H -3.1256 -4.8156 1.7002
H -1.8812 -5.7995 0.8561
H -0.5325 -7.5598 1.8555
H -0.3018 -9.4672 3.6712
H -1.5878 -9.1928 6.0189
H -3.1198 -7.0628 6.4766
H -4.4185 -5.0435 5.4991
H -3.1595 -3.8120 4.9893
H -4.3622 -4.5490 3.6966
H -3.8126 -2.6917 1.5834
H -5.0762 -0.9949 3.0940
H -3.9738 0.0693 5.2510
H -1.4604 -0.7399 5.9597
H -0.1438 -2.4938 4.5013
H -2.9365 -3.4143 -0.1918
H -1.8292 -4.6562 -0.9558
H -0.8669 -2.0655 -2.1480
H -1.7662 -3.4622 -2.8974
H -2.8371 -1.0811 -3.1793
H -3.9600 -2.4962 -2.8373
H -3.5348 0.5208 -1.0931
O -6.5711 1.1802 2.3456
C -7.1686 0.7777 1.3779
C -7.1539 1.4062 0.0105
C -8.3412 0.7457 -0.6559
C -8.4014 -0.5939 0.0374
O -7.9270 -0.3514 1.3687
H -6.2149 1.1536 -0.4881
H -7.2787 2.4874 0.0731
H -8.2471 0.6656 -1.7387
H -9.2488 1.3178 -0.4378
H -7.7507 -1.3360 -0.4347
H -9.4180 -0.9890 0.0757
O -0.0179 0.7296 -3.7220
C 1.0958 0.8038 -4.1741
C 1.6878 2.0039 -4.8619
C 2.9032 1.4121 -5.5440
C 3.2636 0.2645 -4.6296
O 2.0176 -0.1933 -4.0909
H 1.9640 2.7459 -4.1089
H 0.9885 2.4280 -5.5824
H 3.7185 2.1239 -5.6833
H 2.6199 1.0269 -6.5288
H 3.9072 0.5780 -3.8021
H 3.7522 -0.5494 -5.1679
O -8.2830 3.7281 -2.4394
C -9.0053 4.4828 -1.8310
C -8.5469 5.6494 -0.9994
C -9.7843 5.9682 -0.1881
C -10.9007 5.5255 -1.1047
O -10.3698 4.4163 -1.8395
H -8.2716 6.4728 -1.6620
H -7.7099 5.3723 -0.3623
H -9.8584 7.0169 0.1045
H -9.7912 5.3623 0.7237
H -11.1911 6.3065 -1.8140
H -11.7840 5.2073 -0.5480
O 7.6129 -0.2101 -1.4727
C 8.5196 -0.8919 -1.0681
C 9.6598 -0.4169 -0.2104
C 10.6543 -1.5498 -0.3472
C 9.7583 -2.7432 -0.5840
O 8.6268 -2.2296 -1.2965
H 9.3095 -0.3047 0.8184
H 10.0672 0.5224 -0.5835
H 11.3077 -1.6670 0.5188
H 11.2856 -1.3798 -1.2252
H 9.4077 -3.1920 0.3503
H 10.2507 -3.5120 -1.1821
O -5.7136 6.4100 -0.4364
C -4.9673 5.8453 -1.1964
C -3.4725 5.7523 -1.0540
C -3.0492 5.3050 -2.4369
C -4.2527 4.5229 -2.9084
O -5.3794 5.1590 -2.2947
H -3.2329 5.0057 -0.2930
H -3.0418 6.7191 -0.7942
H -2.1262 4.7227 -2.4468
H -2.9020 6.1810 -3.0768
H -4.2231 3.4782 -2.5846
H -4.3603 4.5530 -3.9940
O -9.8852 0.3260 -3.4201
C -9.9487 1.0252 -4.4000
C -10.6490 2.3514 -4.4844
C -10.7476 2.5659 -5.9796
C -9.5363 1.8233 -6.4945
O -9.3492 0.7318 -5.5865
H -10.0308 3.1116 -4.0031
H -11.6339 2.3050 -4.0200
H -10.7650 3.6172 -6.2723
H -11.6606 2.0955 -6.3589
H -8.6343 2.4425 -6.4860
H -9.6912 1.4385 -7.5042
O 11.2022 2.5188 1.3501
C 11.1505 3.2147 0.3680
C 10.4488 4.5411 0.2672
C 10.3734 4.7480 -1.2303
C 11.5925 4.0047 -1.7242
O 11.7675 2.9171 -0.8085
H 11.0594 5.3054 0.7537
H 9.4572 4.4961 0.7166
H 10.3591 5.7977 -1.5280
H 9.4669 4.2745 -1.6208
H 12.4937 4.6248 -1.7054
H 11.4527 3.6154 -2.7342
O 8.3114 6.8148 1.7790
C 7.8609 6.2920 2.7665
C 8.3674 6.4815 4.1704
C 7.7183 5.3252 4.9012
C 6.4482 5.1126 4.1112
O 6.7788 5.4681 2.7636
H 8.0217 7.4472 4.5466
H 9.4550 6.4207 4.2070
H 7.5393 5.5200 5.9599
H 8.3556 4.4386 4.8246
H 5.6332 5.7579 4.4521
H 6.1143 4.0741 4.1455